Record 1
{
  "formula": "C40H45BF27O26Y",
  "method": "wB97M-V/def2-TZVPD",
  "symbols": ["Y", "F", "F", "F", "F", "F", "F", "F", "F", "F", "F", "F", "F", "F", "F", "F", "F", "F", "F", "F", "F", "F", "F", "F", "F", "F", "F", "F", "O", "O", "O", "O", "O", "O", "O", "O", "O", "O", "O", "O", "O", "O", "O", "O", "O", "O", "O", "O", "O", "O", "O", "O", "O", "O", "C", "C", "C", "C", "C", "C", "C", "C", "C", "C", "C", "C", "C", "C", "C", "C", "C", "C", "C", "C", "C", "C", "C", "C", "C", "C", "C", "C", "C", "C", "C", "C", "C", "C", "C", "C", "C", "C", "C", "C", "B", "H", "H", "H", "H", "H", "H", "H", "H", "H", "H", "H", "H", "H", "H", "H", "H", "H", "H", "H", "H", "H", "H", "H", "H", "H", "H", "H", "H", "H", "H", "H", "H", "H", "H", "H", "H", "H", "H", "H", "H", "H", "H", "H", "H", "H"],
  "coordinates": [[-9.96493, 12.31702, -27.84890], [-9.78497, 6.45850, -27.04578], [-21.95112, 12.55122, -18.08506], [-20.46814, 18.26530, -25.61225], [-20.36884, 14.03314, -18.24500], [-10.53355, 5.14709, -20.56242], [-18.99259, 6.02305, -23.11535], [-11.84046, 17.66092, -27.47810], [-19.83678, 6.89728, -29.76963], [-11.33821, 16.14176, -28.98499], [-14.40515, 8.96368, -27.06563], [-12.55898, 4.37941, -20.18210], [-15.26283, 10.44334, -28.39622], [-18.27350, 7.65178, -24.44301], [-13.72852, 14.20974, -27.85930], [-9.83071, 16.88695, -27.63673], [-14.30876, 15.07719, -29.73504], [-21.24493, 19.44700, -23.93269], [-10.42121, 7.75009, -28.68314], [-11.82069, 6.05910, -19.06128], [-19.70993, 6.46544, -27.70819], [-15.65887, 8.28252, -28.61664], [-11.45355, 7.76061, -26.83596], [-17.83292, 6.91773, -28.75374], [-15.26674, 13.27334, -29.08812], [-19.56882, 6.03558, -25.13267], [-19.29092, 19.80496, -24.70728], [-21.82785, 13.74002, -19.84475], [-12.50226, 9.73894, -28.87383], [-21.63644, 7.21446, -23.62642], [-13.33997, 12.52720, -30.91274], [-9.46084, 9.96406, -27.15496], [-14.45047, 12.99135, -23.72586], [-20.65524, 11.23473, -20.32183], [-11.70703, 15.86481, -25.59737], [-15.76571, 11.41899, -24.89547], [-16.13563, 14.00807, -22.61771], [-20.42473, 9.24973, -28.58165], [-11.78335, 9.50579, -24.57599], [-11.93210, 12.88988, -29.20972], [-12.15207, 6.30489, -22.49177], [-13.57387, 8.30217, -30.23755], [-11.75383, 11.33461, -26.85616], [-18.42258, 9.17258, -27.60475], [-8.25876, 8.29520, -26.22598], [-13.14408, 7.34750, -20.76673], [-10.95728, 14.29222, -27.08528], [-13.59765, 10.71684, -24.02085], [-17.77321, 12.29325, -24.21041], [-13.54537, 12.15632, -25.80485], [-18.91460, 12.09710, -19.18219], [-19.48237, 16.59659, -23.87065], [-20.22836, 8.95582, -23.59255], [-19.40401, 18.18969, -22.28218], [-15.72211, 13.22979, -23.41277], [-13.05961, 11.04364, -32.79251], [-19.11887, 7.18482, -28.67850], [-21.26773, 9.91750, -23.30773], [-11.36004, 15.41380, -26.75080], [-11.12449, 16.60180, -27.75028], [-12.37589, 6.43130, -21.31834], [-13.02795, 13.03555, -29.73789], [-18.52812, 10.36654, -26.80686], [-20.18535, 18.82996, -24.44508], [-9.27004, 8.78529, -26.88127], [-16.58885, 12.26476, -24.20304], [-7.12911, 9.09370, -25.91483], [-18.32539, 11.65304, -27.58277], [-19.63218, 17.84868, -23.41100], [-13.49473, 9.12285, -29.21426], [-14.92046, 7.61127, -22.47987], [-19.28706, 6.86796, -24.11121], [-10.24418, 7.67388, -27.36200], [-14.73533, 9.21619, -28.31955], [-18.02336, 11.05194, -19.49804], [-20.20831, 12.03736, -19.55479], [-12.61992, 10.34289, -24.78571], [-17.36644, 11.35137, -20.85681], [-12.98184, 7.39939, -32.41843], [-12.64327, 15.58054, -23.32724], [-12.59252, 11.31112, -25.96063], [-13.88704, 8.27774, -21.57258], [-12.40936, 11.70649, -31.60282], [-6.04352, 8.22329, -25.23466], [-12.46578, 7.97086, -31.07040], [-19.41524, 8.65977, -28.32598], [-19.91446, 14.88277, -22.18472], [-14.12063, 13.93495, -29.10240], [-18.89690, 15.58648, -23.04868], [-21.08487, 13.13633, -18.90828], [-20.80254, 11.33960, -23.62856], [-11.77791, 5.46307, -20.25035], [-20.53629, 7.68758, -23.75470], [-11.82643, 14.96348, -24.43720], [-14.36460, 11.81907, -24.62518], [-15.32220, 8.43376, -23.07929], [-16.62516, 10.57317, -21.04076], [-20.65503, 11.41785, -24.70857], [-17.80891, 10.23482, -26.00299], [-13.92797, 10.48247, -32.44145], [-12.11906, 7.31769, -33.07763], [-19.53075, 10.43981, -26.38224], [-11.90226, 10.96876, -30.97653], [-12.68102, 14.76609, -22.60227], [-11.67555, 8.70528, -31.22400], [-12.23902, 16.51286, -22.93828], [-18.01772, 12.41403, -26.86234], [-12.40927, 14.11773, -24.80819], [-10.89857, 14.53746, -24.05427], [-7.46417, 9.90338, -25.26150], [-21.51995, 12.13721, -23.43566], [-5.10425, 8.77120, -25.17372], [-19.86838, 11.68229, -23.18735], [-13.17032, 8.78293, -22.22163], [-13.46580, 6.43359, -32.29478], [-19.19876, 12.04394, -28.10108], [-16.91971, 12.34496, -20.89196], [-15.76526, 7.24393, -21.89610], [-14.59321, 6.84345, -23.17574], [-18.52250, 10.08374, -19.54406], [-21.69065, 9.74954, -22.32009], [-13.71442, 8.08223, -32.84510], [-5.93369, 7.28233, -25.76576], [-17.22291, 11.00017, -18.76162], [-19.51720, 13.93810, -21.81054], [-6.35378, 8.14799, -24.19314], [-20.89439, 14.68679, -22.62122], [-18.19391, 16.09872, -22.38938], [-12.40911, 10.40723, -33.38914], [-18.34777, 14.87051, -23.65530], [-11.55069, 12.33572, -31.86374], [-18.16198, 11.39879, -21.60207], [-22.04742, 9.69223, -24.03735], [-20.14775, 15.51195, -21.32346], [-11.96009, 7.14726, -30.56205], [-14.35566, 9.00195, -20.91264], [-6.70850, 9.58211, -26.79845], [-17.52759, 11.52601, -28.31716], [-13.68288, 15.76556, -23.59590], [-13.51781, 11.70285, -33.53226]],
  "spin_multiplicity": 1,
  "charge": 2
}

Record 2
{
  "formula": "C40H45BrNO3S",
  "method": "wB97M-V/def2-TZVPD",
  "symbols": ["Br", "S", "O", "O", "O", "N", "C", "C", "C", "C", "C", "C", "C", "C", "C", "C", "C", "C", "C", "C", "C", "C", "C", "C", "C", "C", "C", "C", "C", "C", "C", "C", "C", "C", "C", "C", "C", "C", "C", "C", "C", "C", "C", "C", "C", "C", "H", "H", "H", "H", "H", "H", "H", "H", "H", "H", "H", "H", "H", "H", "H", "H", "H", "H", "H", "H", "H", "H", "H", "H", "H", "H", "H", "H", "H", "H", "H", "H", "H", "H", "H", "H", "H", "H", "H", "H", "H", "H", "H", "H", "H"],
  "coordinates": [[-5.55761, 3.15167, -2.86475], [-6.80148, -1.42188, -4.59849], [-7.63401, -2.54124, -5.11299], [-5.96677, -0.76632, -5.61495], [-7.88157, -0.31132, -4.00038], [-4.18043, 1.99108, -2.29322], [2.51786, -4.82047, 2.24474], [4.55133, -1.41128, -1.25730], [0.05293, 7.10297, -0.46869], [4.71971, 0.77906, 6.84409], [0.84044, -2.66345, 2.75328], [6.79759, -0.12871, -0.24145], [-3.21805, -5.52829, -3.36525], [4.35230, 1.03137, 4.48011], [-5.79895, -1.96202, -3.17925], [-4.83920, -6.78581, -2.10787], [1.00407, 3.25914, -0.95178], [5.70667, -1.32232, -2.02346], [-5.60186, 0.04481, -1.62275], [-1.21672, 8.98749, 0.32108], [1.19137, 0.87859, -1.24000], [3.98410, 0.48491, 5.70304], [5.63919, -0.21044, 0.52077], [2.42015, -3.78438, 1.32453], [-0.11528, 0.83403, -1.71398], [0.69722, 7.02311, 0.75935], [-2.54701, -6.71006, -1.37911], [-3.85161, -7.15496, -1.20326], [-0.56974, 8.91006, 1.54801], [-4.52365, -5.96914, -3.18642], [1.57777, -2.70781, 1.57663], [-4.83937, -0.86933, -2.60741], [-2.22992, -5.90004, -2.46218], [6.18306, 2.17673, 5.54222], [6.83043, -0.68290, -1.51517], [5.81787, 1.62634, 6.76444], [1.77672, -4.77842, 3.41922], [-0.90247, 8.08705, -0.68886], [-0.30395, 3.21279, -1.42266], [-4.71744, 1.26418, -1.14463], [-0.86419, 2.00144, -1.80887], [0.38924, 7.92888, 1.76654], [0.94132, -3.69808, 3.67486], [5.45238, 1.87581, 4.39960], [4.51677, -0.85228, 0.01455], [1.75356, 2.09179, -0.86245], [1.85096, -5.58723, 4.13556], [-0.81324, 9.61392, 2.33439], [0.29436, 6.39765, -1.25425], [-5.85568, -7.13365, -1.97181], [-1.88603, 1.96764, -2.18210], [-5.84225, -0.58036, -0.73318], [-0.88937, 4.12170, -1.48957], [3.61511, -0.91712, 0.60997], [5.73137, -1.75192, -3.01718], [-4.33372, -0.31700, -3.40607], [3.67702, -1.91520, -1.65146], [5.73984, 2.30057, 3.44547], [7.67410, 0.36767, 0.15623], [2.77416, 2.12720, -0.49797], [6.38921, 1.85796, 7.65480], [-4.09840, -7.78878, -0.36050], [-0.55254, -0.11186, -2.01028], [-4.10105, -1.42603, -2.00410], [-1.96662, 9.75020, 0.15176], [0.89514, 7.86914, 2.72224], [3.78111, 0.79849, 3.58972], [-1.40270, 8.15068, -1.64675], [-5.18562, -2.80252, -3.52664], [-5.29508, -5.67564, -3.88801], [3.12459, -0.17051, 5.76591], [-3.86259, 0.87560, -0.56045], [-8.32694, -0.81014, -3.30953], [7.03737, 2.83925, 5.48016], [-2.97146, -4.89462, -4.20823], [-6.48378, -2.24585, -2.36915], [3.00030, -3.81585, 0.41033], [3.17168, -5.66079, 2.04683], [-1.21239, -5.55704, -2.60208], [4.43655, 0.34816, 7.79642], [5.61049, 0.22626, 1.51186], [1.44053, 4.20589, -0.65377], [7.73188, -0.61624, -2.11157], [1.77315, -0.03382, -1.16550], [0.36743, -3.66275, 4.59261], [-5.40924, 1.88591, -0.53836], [0.18753, -1.82255, 2.95082], [-1.77769, -6.99493, -0.67228], [1.44025, 6.25414, 0.93153], [-6.52581, 0.47451, -2.03179], [1.49527, -1.90246, 0.85649]],
  "spin_multiplicity": 1,
  "charge": -1
}

Record 3
{
  "formula": "C40H45F3N7O4ScSi",
  "method": "wB97M-V/def2-TZVPD",
  "symbols": ["Sc", "Si", "F", "F", "F", "O", "O", "O", "O", "N", "N", "N", "N", "N", "N", "N", "C", "C", "C", "C", "C", "C", "C", "C", "C", "C", "C", "C", "C", "C", "C", "C", "C", "C", "C", "C", "C", "C", "C", "C", "C", "C", "C", "C", "C", "C", "C", "C", "C", "C", "C", "C", "C", "C", "C", "C", "H", "H", "H", "H", "H", "H", "H", "H", "H", "H", "H", "H", "H", "H", "H", "H", "H", "H", "H", "H", "H", "H", "H", "H", "H", "H", "H", "H", "H", "H", "H", "H", "H", "H", "H", "H", "H", "H", "H", "H", "H", "H", "H", "H", "H"],
  "coordinates": [[0.09655, 0.26377, 0.35129], [4.14940, -0.15329, 3.59285], [-6.36023, -3.60169, -0.85599], [-7.16590, -2.18475, 0.56476], [-7.01655, -1.65499, -1.52062], [0.07098, -1.13228, -1.12372], [6.64868, -0.34803, -3.66251], [0.58686, -2.51187, -2.79051], [5.30187, -1.80588, -4.75245], [-1.54227, -2.86110, 2.04349], [-0.97216, 1.49336, -1.86538], [-2.49197, -0.64681, 0.07180], [2.34783, 0.07085, -1.16739], [-0.36102, -2.40523, 1.40153], [-0.36869, 2.51587, -2.20759], [-1.15352, 1.29159, 2.09057], [-5.00526, -1.74303, -0.28911], [4.56807, 0.39726, -1.97004], [0.87688, -1.60244, -2.03005], [3.51186, 0.70919, -1.12771], [2.21735, 4.33443, 0.49938], [-3.98833, 0.35937, -4.59611], [5.20142, -1.69469, 3.54406], [-3.10314, -0.58776, -4.09769], [-6.38138, -2.29946, -0.52267], [4.42618, -0.61373, -2.91123], [-1.25153, 0.90652, 3.41357], [1.89315, 4.95516, -0.70499], [-1.97526, 1.10812, -2.83264], [-2.64739, 2.64231, 3.14270], [5.58778, -0.98085, -3.86079], [-2.78203, -4.22862, 3.55180], [-2.10259, -0.22201, -3.20686], [-1.03475, -5.24132, 2.08224], [1.77156, -0.30857, 1.73606], [1.71945, 3.07046, 0.79903], [3.55389, 0.08269, 5.35071], [-1.40468, -4.02803, 2.93095], [-3.57381, -0.05244, 0.57752], [2.20947, -0.90731, -2.06539], [-2.17291, 1.69034, 4.08163], [-2.65491, -1.78697, -0.59151], [1.05657, 4.29326, -1.58664], [2.74910, -0.27440, 2.47564], [-1.99236, 2.37817, 1.95723], [-3.85664, 1.68865, -4.21107], [-3.89261, -2.37532, -0.80109], [-2.84869, 2.06328, -3.33471], [3.20551, -1.27715, -2.95379], [-0.36567, -3.82868, 4.04061], [0.55759, 3.03708, -1.24646], [-2.15064, 3.15928, 0.68868], [-4.85321, -0.56474, 0.41834], [5.21452, 1.30486, 3.12805], [0.87549, 2.36704, -0.06627], [-0.38793, -0.12344, 4.07277], [-3.18901, -1.62521, -4.39872], [-1.10652, -6.15797, 2.67327], [-0.60894, -2.95290, 4.64621], [6.09069, 1.37218, 3.78104], [-4.54245, 2.43651, -4.59096], [2.87223, 4.83816, 1.20385], [-1.75162, -2.22172, -1.00197], [6.04161, -1.60284, 4.23978], [-0.82442, -0.38527, 5.04163], [-5.70168, -0.04882, 0.84691], [-1.39005, 3.93689, 0.58359], [0.63933, -3.69205, 3.63327], [-0.18607, -2.97547, 0.58438], [-2.08414, 2.52430, -0.19293], [2.29115, 5.93284, -0.94916], [2.90801, -0.74754, 5.65221], [-3.05256, -3.36969, 4.17448], [-2.73155, 3.09179, -3.01785], [-3.13198, 3.64160, 0.67342], [4.40001, 0.13365, 6.04436], [3.59028, 1.49756, -0.38485], [2.97177, 1.00405, 5.44488], [-3.40833, 0.84342, 1.16302], [-0.01248, -5.16621, 1.70445], [-2.43504, 1.60161, 5.12796], [5.55801, 1.21544, 2.09356], [0.62494, 0.24253, 4.23633], [0.77099, 4.72937, -2.53777], [4.64695, 2.23670, 3.20940], [-2.79682, -5.12302, 4.17972], [-4.77870, 0.06370, -5.27609], [5.59912, -1.86685, 2.54015], [3.04197, -2.06981, -3.66952], [2.00295, 2.60924, 1.74142], [-1.93723, -2.07715, 2.54941], [-0.26749, -1.03256, 3.49239], [-1.71243, -5.31863, 1.22805], [0.46133, -2.41463, 1.99935], [-3.53540, -4.33151, 2.76685], [-1.40278, -0.95109, -2.81988], [-3.36829, 3.43383, 3.30239], [-3.97128, -3.30235, -1.35074], [4.61396, -2.57386, 3.82496], [5.51308, 0.92020, -1.91367], [-0.33571, -4.70448, 4.69575]],
  "spin_multiplicity": 1,
  "charge": -2,
  "e_above_lowest_kj_mol": 105.8
}

| no. | orbital gap (eV) | HOMO (eV) |
| --- | --- | --- |
| 1 | 3.9 | -13.44 |
| 2 | 4.5 | -2.56 |
| 3 | 6.3 | -2.55 |